Entry 1:
The following is a DFT calculation (the ωB97M-V functional and the def2-TZVPD basis) of a molecular structure, C6H12O.

The geometry in XYZ format:
```
19
Properties=species:S:1:pos:R:3:forces:R:3
C -1.25798 -1.68498 -1.83885 -0.01 -0.03 -0.04
C -1.10599 -0.84139 -0.57618 -0.04 0.03 0.04
C 0.35870 -0.59021 -0.21623 0.01 0.04 -0.06
C 0.52815 0.17264 1.07899 0.34 -0.20 0.08
C 0.19739 2.02972 0.84565 -0.19 0.28 0.15
O 1.28397 2.54823 0.35549 -0.08 0.15 -0.06
C 1.74695 0.79288 1.37060 -0.22 -0.44 0.14
H -0.77415 -1.20336 -2.69671 -0.07 -0.05 0.13
H -0.79692 -2.67110 -1.70836 -0.06 0.14 -0.02
H -2.31189 -1.83896 -2.09105 0.14 0.02 0.03
H -1.60377 -1.34360 0.26537 0.07 0.06 -0.12
H -1.61920 0.12011 -0.71051 0.08 -0.15 0.03
H 0.84019 -0.01054 -1.01656 -0.06 -0.10 0.08
H 0.88464 -1.55729 -0.16948 -0.08 0.17 0.03
H -0.11540 -0.10326 1.91519 0.08 0.15 -0.15
H -0.07190 2.21997 1.90497 0.08 -0.02 -0.19
H -0.72954 2.03980 0.22713 0.21 -0.11 0.09
H 2.58945 0.75758 0.68945 -0.14 0.07 0.06
H 1.95729 1.16378 2.37110 -0.07 0.01 -0.20
```
Forces are in eV/Å.

Properties
molecular weight	100.2	g/mol
2S+1	1
ΔE to the lowest compared entry with this formula, charge and spin	414.1	kJ/mol

---

Entry 2:
The following is a DFT calculation (the ωB97M-V functional and the def2-TZVPD basis) of a molecular structure, C4H4N2O.

The geometry in XYZ format:
```
11
Properties=species:S:1:pos:R:3:forces:R:3
O -0.89472 1.88999 -1.49021 0.23 -0.41 0.58
C -0.25982 1.11044 -0.80737 0.10 0.25 0.30
C -0.94586 0.36489 0.31559 0.03 -0.22 0.18
C -0.37205 -0.89543 0.66273 -0.19 -0.65 -0.78
N 0.89093 -1.21619 0.38578 -0.21 -0.05 -0.39
C 1.50531 -0.33916 -0.44605 0.14 0.05 0.07
N 1.04044 0.72441 -1.05283 -0.05 -0.03 0.18
H -1.98690 0.61967 0.49286 0.10 -0.29 0.18
H -1.04455 -1.66699 1.01948 0.10 -0.13 0.52
H -0.46968 0.00271 1.60312 -0.18 1.47 -0.94
H 2.53688 -0.59435 -0.68310 -0.06 0.02 0.10
```
Forces are in eV/Å.

Properties
molecular weight	96.1	g/mol
2S+1	1
ΔE to the lowest compared entry with this formula, charge and spin	296.6	kJ/mol

---

Entry 3:
The following is a DFT calculation (the ωB97M-V functional and the def2-TZVPD basis) of a single C10H13NOS molecule.

The geometry in XYZ format:
```
26
Properties=species:S:1:pos:R:3:forces:R:3
C -1.82639 0.80943 0.25751 0.24 1.16 2.76
C -2.68627 -0.54376 0.07023 1.03 5.78 -4.10
C -0.34425 -2.00379 0.21192 -3.93 1.68 0.29
C 0.77793 -1.04896 -0.12332 -3.00 -3.39 1.13
C 1.94546 -1.68623 0.11055 3.31 -1.60 -1.00
C 3.13827 -0.93848 0.07541 0.57 -1.56 -1.14
C 3.01611 0.44698 -0.08175 -0.47 -0.78 -0.16
C 1.76812 0.98455 -0.40130 -0.11 2.65 -0.21
C 0.56197 0.24202 -0.45348 1.74 1.75 -0.06
C -0.75371 0.96509 -0.78312 1.10 -1.20 -2.70
H -1.54678 2.10835 2.12725 0.60 -4.43 -1.80
H -0.40088 0.72221 2.01139 -2.20 0.56 -1.06
H -2.41763 1.72428 0.13123 -0.50 -0.50 -0.18
H -3.06342 -0.72672 0.97202 -1.47 -1.61 3.60
H -3.46091 -0.03235 -0.57080 0.07 -1.32 0.49
H -0.86373 -1.56590 1.23160 1.59 -2.00 -2.02
H -0.21171 -3.11850 0.07378 0.27 1.53 0.80
H 1.91663 -2.85836 0.05687 0.41 2.51 0.55
H 4.11243 -1.50874 -0.14400 -1.31 1.19 1.14
H 3.88909 1.07507 -0.01202 0.06 0.16 -0.25
H 1.71067 2.12510 -0.63623 0.26 -2.45 0.60
H -1.23022 0.54130 -1.75668 1.05 0.59 1.62
H -0.48734 2.69360 -2.12837 0.66 -2.49 5.16
N -1.42578 0.96908 1.74808 1.21 3.14 0.94
O -0.26860 2.26879 -1.05044 -2.21 3.49 -4.43
S -1.84907 -1.64410 -0.93633 1.01 -2.83 -0.01
```
Forces are in eV/Å.

Properties
molecular weight	195.3	g/mol
2S+1	1
SMILES	N[C@@H]1CSCc2ccccc2[C@@H]1O
ΔE to the lowest compared entry with this formula, charge and spin	506.6	kJ/mol

---

- Among the records above, which one has the highest molecular weight?
  C10H13NOS

---

What did the second record say?
The following is a DFT calculation (the ωB97M-V functional and the def2-TZVPD basis) of a molecular structure, C4H4N2O.

The geometry in XYZ format:
```
11
Properties=species:S:1:pos:R:3:forces:R:3
O -0.89472 1.88999 -1.49021 0.23 -0.41 0.58
C -0.25982 1.11044 -0.80737 0.10 0.25 0.30
C -0.94586 0.36489 0.31559 0.03 -0.22 0.18
C -0.37205 -0.89543 0.66273 -0.19 -0.65 -0.78
N 0.89093 -1.21619 0.38578 -0.21 -0.05 -0.39
C 1.50531 -0.33916 -0.44605 0.14 0.05 0.07
N 1.04044 0.72441 -1.05283 -0.05 -0.03 0.18
H -1.98690 0.61967 0.49286 0.10 -0.29 0.18
H -1.04455 -1.66699 1.01948 0.10 -0.13 0.52
H -0.46968 0.00271 1.60312 -0.18 1.47 -0.94
H 2.53688 -0.59435 -0.68310 -0.06 0.02 0.10
```
Forces are in eV/Å.

Properties
molecular weight	96.1	g/mol
2S+1	1
ΔE to the lowest compared entry with this formula, charge and spin	296.6	kJ/mol

---

- Which of these has the lowest ΔE to the lowest compared entry with this formula, charge and spin?
  C4H4N2O

---

- Among the records above, which one has the lowest molecular weight?
  C4H4N2O